[1]
Computed, not measured: C25H31F7InN7O10S2 as an isolated structure, with ωB97M-V/def2-TZVPD.

Last column: Mulliken charge in e.
Element x y z (Å)
In 0.3869 -0.9789 2.8147  2.783
F 1.8936 -2.7509 6.0940  -0.228
C 2.8827 -1.9335 5.7459  0.727
F 3.7689 -1.8604 6.7158  -0.196
F 3.4469 -2.3910 4.6393  -0.201
S 2.1670 -0.2332 5.4652  0.934
O 0.8279 -0.5497 4.8701  -0.682
O 2.0942 0.3716 6.7452  -0.642
N 3.0846 0.5557 4.4952  -0.519
S 3.2549 0.4790 2.9327  1.128
O 2.5394 -0.6871 2.3654  -0.726
O 3.1044 1.7294 2.2755  -0.655
C 5.0385 0.0382 2.7298  0.538
F 5.2294 -0.2547 1.4472  -0.196
F 5.7677 1.0877 3.0662  -0.188
F 5.3750 -0.9993 3.4749  -0.177
F 1.0876 -2.8793 -3.7979  -0.348
C 0.7625 -1.6417 -3.3735  -0.032
C 0.5605 -1.4445 -2.0437  -0.330
C 0.3316 -0.1523 -1.5554  0.560
C 0.1566 0.0593 -0.1284  1.089
O 0.2328 -0.9379 0.6390  -1.032
C -0.0811 1.3941 0.2843  0.508
C -0.0835 2.3903 -0.6532  -0.185
N 0.1264 2.2057 -1.9651  0.457
C 0.2362 3.3425 -2.8629  -0.341
C -0.9049 3.6754 -3.7801  -0.412
C -0.5811 4.5666 -2.6172  -1.064
C 0.3212 0.9175 -2.4538  -0.469
C 0.4941 0.6867 -3.8253  -0.933
C 0.7104 -0.5899 -4.3139  -0.872
N 0.8797 -0.8051 -5.6914  0.274
C 0.6514 -2.0824 -6.3401  -0.639
C 0.0434 -1.8620 -7.7157  -0.909
N 0.9392 -0.9574 -8.5257  -0.146
C 1.1601 0.3547 -7.8176  -0.678
C 1.7597 0.0517 -6.4579  -0.711
C -0.3997 1.7773 1.7057  -0.291
O -1.1726 2.7001 1.9102  -0.699
O 0.1989 1.1018 2.6299  -0.436
H 0.6251 -2.2786 -1.3574  0.708
H -0.2328 3.4110 -0.3320  0.642
H 1.2439 3.4745 -3.2364  0.529
H -1.7962 3.0685 -3.6937  0.216
H -0.6739 4.0135 -4.7809  0.320
H -1.2821 4.5710 -1.7949  0.331
H -0.1028 5.5169 -2.8015  0.261
H 0.4195 1.5206 -4.5071  0.891
H -0.0493 -2.6868 -5.7751  0.476
H 1.5800 -2.6632 -6.4336  0.377
H -0.9202 -1.3604 -7.6471  0.364
H -0.0669 -2.7975 -8.2604  0.435
H 0.5523 -0.8078 -9.4586  0.356
H 1.8441 -1.4191 -8.6539  0.392
H 0.1823 0.8240 -7.7247  0.398
H 1.8115 0.9698 -8.4349  0.394
H 1.9581 0.9843 -5.9379  0.457
H 2.7353 -0.4410 -6.6038  0.240
C -3.6089 -1.2203 5.4749  -0.784
C -2.3311 -1.5827 4.6923  -0.764
N -1.9035 -0.4445 3.8536  0.621
C -1.8424 0.7718 4.6969  -0.520
C -3.2615 1.1869 5.1218  -1.011
N -4.1750 0.0218 4.8468  0.036
C -4.3119 -0.1797 3.3644  -1.035
C -2.8879 -0.2331 2.7764  -0.467
H -3.4173 -0.9886 6.5208  0.305
H -4.3679 -1.9978 5.4184  0.383
H -2.4936 -2.4444 4.0495  0.527
H -1.5291 -1.8229 5.3888  0.335
H -1.3757 1.5718 4.1301  0.223
H -1.2162 0.5560 5.5588  0.592
H -3.6401 2.0326 4.5498  0.337
H -3.3321 1.4158 6.1831  0.402
H -5.0918 0.2125 5.2465  0.291
H -4.8935 0.6511 2.9705  0.418
H -4.8673 -1.1045 3.2186  0.301
H -2.6479 0.7080 2.2839  0.297
H -2.8116 -1.0451 2.0548  0.462
O -1.0693 -2.7168 2.2416  -0.671
N -0.0336 -3.4121 1.9433  1.097
O -0.0367 -4.2638 1.1212  -0.603
O 1.0263 -3.0658 2.5994  -0.621

Calculated values
Orbital gap ... 8.56 eV
Molar mass ... 901.50 g mol⁻¹
Charge ... +2
HOMO ... -13.278 eV
Electronic energy ... -103183.8161 eV
Multiplicity ... 1

***

[2]
Computed, not measured: an isolated molecule of C25H31N3O3, with ωB97M-V/def2-TZVPD.

Last column: Mulliken charge in e.
Element x y z (Å)
C 5.1405 2.9860 5.0224  -0.855
O 4.3263 2.3374 4.0762  -0.410
C 3.6070 1.2502 4.4762  0.497
C 3.6005 0.7229 5.7626  -0.473
C 2.8216 -0.3900 6.0352  -0.886
C 2.0496 -0.9919 5.0619  -0.848
C 2.0549 -0.4664 3.7723  0.857
N 1.3071 -1.0105 2.7242  0.121
C 0.4833 -2.0945 2.7229  -0.014
O 0.2511 -2.7848 3.6901  -0.696
C -0.1496 -2.3741 1.3619  0.235
C 0.8998 -2.6794 0.2892  -0.591
C 0.2184 -3.0135 -1.0353  -1.277
C -0.6741 -1.8600 -1.4955  1.645
C -1.3355 -2.2014 -2.8364  -1.726
N -1.8816 -1.0387 -3.4951  0.007
C -1.3368 -0.5320 -4.6243  0.467
O -0.4287 -1.0704 -5.2229  -0.694
C -1.9550 0.7827 -5.1182  0.172
C -1.0917 1.9216 -4.5432  -1.526
C -1.3103 1.9888 -3.0654  1.425
C -0.2901 2.0398 -2.1303  -1.066
C -0.5922 2.0876 -0.7793  -0.438
C -1.9110 2.0602 -0.3572  -0.593
C -2.9355 1.9865 -1.2869  -0.801
C -2.6392 1.9596 -2.6403  0.707
C -3.6754 1.9082 -3.7290  -1.328
N -3.3621 0.9636 -4.7984  -0.398
C -1.7187 -1.5596 -0.4190  -0.925
C -1.0486 -1.2204 0.9095  -0.320
C 2.8313 0.6497 3.4889  -0.456
H 4.5508 3.3887 5.8522  0.344
H 5.6162 3.8071 4.4882  0.242
H 5.9119 2.3161 5.4158  0.345
H 4.1899 1.1632 6.5505  0.398
H 2.8199 -0.7960 7.0355  0.362
H 1.4498 -1.8565 5.2859  0.508
H 1.4171 -0.5229 1.8463  -0.030
H -0.7713 -3.2646 1.5010  0.391
H 1.5565 -1.8187 0.1396  0.317
H 1.5188 -3.5192 0.6106  0.333
H 0.9755 -3.2178 -1.7943  0.438
H -0.3891 -3.9132 -0.9169  0.325
H -0.0532 -0.9688 -1.6445  -0.167
H -2.1307 -2.9392 -2.6835  0.269
H -0.5964 -2.6164 -3.5263  0.570
H -2.5284 -0.4736 -2.9659  0.165
H -1.8496 0.7769 -6.2122  0.351
H -1.3998 2.8619 -5.0086  0.418
H -0.0448 1.7397 -4.7868  0.431
H 0.7384 2.0540 -2.4613  0.436
H 0.2046 2.1533 -0.0522  0.591
H -2.1429 2.0936 0.6969  0.379
H -3.9658 1.9618 -0.9603  0.426
H -4.6628 1.6729 -3.3274  0.449
H -3.7367 2.9058 -4.1882  0.323
H -3.8056 0.0665 -4.6473  0.359
H -2.3463 -0.7189 -0.7229  0.286
H -2.3612 -2.4336 -0.2888  0.345
H -0.4646 -0.3062 0.7821  -0.183
H -1.8086 -1.0281 1.6696  0.370
H 2.8535 1.0751 2.4963  0.397

Calculated values
Orbital gap ... 8.93 eV
Molar mass ... 421.54 g mol⁻¹
Charge ... 0
HOMO ... -8.405 eV
Electronic energy ... -37042.6352 eV
SMILES string ... COc1cccc(NC(=O)[C@H]2CC[C@H](CNC(=O)[C@@H]3Cc4ccccc4CN3)CC2)c1
Multiplicity ... 1

***

[3]
Computed, not measured: C25H31N5RuS2Te as an isolated structure, with ωB97M-V/def2-TZVPD.

Last column: Mulliken charge in e.
Element x y z (Å)
Ru 0.0728 -0.3598 0.4223  0.108
C 2.1515 2.7341 1.2148  -0.720
C 2.9179 2.4286 -0.0745  -0.382
C 2.4204 1.2364 -0.9036  -1.563
N 2.0340 0.0726 -0.1160  -0.167
C 2.9398 -0.6954 0.4464  1.207
C 4.3376 -0.5302 0.2366  -0.768
C 5.4079 -0.9716 0.9717  -0.437
C 5.4411 -1.7521 2.1293  -0.583
C 4.3578 -2.4064 2.6718  -0.661
C 3.0416 -2.4994 2.2298  -0.395
C 2.3650 -1.8426 1.1937  1.202
N 1.1112 -2.0873 0.8160  -0.498
C 0.4282 -3.2865 1.2732  -1.340
C -0.6001 -3.0483 2.3778  -0.319
C -1.7690 -2.1891 1.9020  -1.320
N -1.4086 -0.7944 1.7158  0.387
C -1.8920 0.1850 2.4724  0.671
C -2.5828 -0.0488 3.6769  -0.913
C -3.2581 0.8084 4.5295  -0.624
C -3.5023 2.1640 4.4253  -0.655
C -3.0328 2.9877 3.4068  -0.674
C -2.1864 2.7198 2.3560  -0.300
C -1.5476 1.5207 1.9454  1.149
N -0.6428 1.4876 0.9812  0.489
C -0.2484 2.7071 0.2878  -0.827
C 0.8324 3.4840 1.0320  -0.643
H 2.7956 3.3417 1.8550  0.409
H 1.9754 1.8057 1.7657  0.150
H 3.9670 2.2617 0.1815  0.389
H 2.9003 3.3097 -0.7250  0.432
H 3.1918 0.9526 -1.6266  0.499
H 1.5547 1.5034 -1.5055  0.407
H 4.5936 0.0969 -0.6067  0.333
H 6.3722 -0.6309 0.6077  0.340
H 6.3979 -1.8785 2.6177  0.328
H 4.5597 -2.9817 3.5698  0.296
H 2.4256 -3.1632 2.8230  0.194
H 1.1547 -4.0410 1.5807  0.481
H -0.1025 -3.6970 0.4078  0.460
H -0.1285 -2.5933 3.2549  0.202
H -0.9947 -4.0213 2.6837  0.468
H -2.6279 -2.2953 2.5636  0.573
H -2.0846 -2.5563 0.9190  0.263
H -2.5773 -1.0773 4.0095  0.271
H -3.6767 0.3203 5.4038  0.322
H -4.1093 2.6218 5.1950  0.337
H -3.3608 4.0213 3.4576  0.338
H -1.9645 3.5818 1.7442  0.370
H -1.1181 3.3382 0.0890  0.039
H 0.0988 2.4045 -0.6972  0.118
H 0.4510 3.7661 2.0178  0.380
H 1.0166 4.4176 0.4891  0.443
Te -1.2599 -0.6196 -1.9790  -0.252
S -3.6496 0.3529 -0.5641  -0.243
C -4.0645 1.5141 -1.6424  0.062
N -4.5013 1.2852 -2.9045  -0.258
C -4.3193 2.3969 -3.8280  -0.587
C -4.5395 3.6435 -2.9812  -0.519
S -3.8013 3.2232 -1.3804  -0.083
H -4.3309 0.3426 -3.2311  0.353
H -5.0419 2.3395 -4.6416  0.326
H -3.3078 2.3837 -4.2469  0.276
H -5.6020 3.8463 -2.8512  0.288
H -4.0521 4.5186 -3.4037  0.371

Calculated values
Orbital gap (spin up / spin down) ... 6.48 / 5.81 eV
Expectation value of S² ... 6.077
Molar mass ... 694.36 g mol⁻¹
Charge ... 0
HOMO (spin up / spin down) ... -6.056 / -6.726 eV
Electronic energy ... -65422.4051 eV
Multiplicity ... 5

***

[4]
Computed, not measured: C25H32BO4Pt as an isolated structure at a distorted geometry, with ωB97M-V/def2-TZVPD.

Last column: Mulliken charge in e.
Element x y z (Å)
O 2.1679 0.2552 -2.2701  -0.293
C 1.5064 0.6486 -3.5181  0.108
C 2.8060 1.3150 -3.9810  -0.863
H 0.6991 1.3662 -3.2873  -0.265
H 1.1416 -0.2316 -4.0435  0.433
C 3.1841 1.2893 -2.4463  1.086
H 2.7980 2.2568 -4.4953  0.322
H 3.4999 0.5960 -4.4638  0.306
C 2.7910 2.4920 -1.5873  -0.743
H 1.8668 2.9617 -1.9977  0.134
H 3.6109 3.2376 -1.5456  0.399
H 2.6057 2.1682 -0.5507  -0.032
C 4.6011 0.8204 -2.1787  -1.640
H 4.7983 -0.1211 -2.7057  0.390
H 4.7772 0.7085 -1.0970  0.299
H 5.3149 1.5689 -2.5645  0.409
Pt -0.5064 -0.8340 1.2967  0.815
C 1.6087 -2.5887 0.8006  -0.728
C 0.1424 -2.7535 0.7737  -0.439
C -0.2803 -2.3242 -0.5857  -1.166
H -0.4094 -3.4815 1.3515  0.932
C 0.8981 -2.1256 -1.3352  -0.160
C 2.0202 -2.1370 -0.4542  -0.267
H 3.0418 -1.8539 -0.7278  0.507
H 2.2223 -2.8246 1.6663  0.440
H -1.2840 -2.4063 -1.0054  0.563
H 0.9311 -2.0639 -2.4267  0.536
C 1.3896 0.1401 3.5973  -0.576
C 2.5419 0.1737 2.7626  -0.961
C 2.1808 0.5206 1.4457  -0.064
H 3.5585 -0.0056 3.0939  0.486
C 0.7627 0.8618 1.4362  -0.876
C 0.2789 0.6242 2.8435  -0.881
H -0.6134 1.0630 3.2776  0.761
H 1.3612 -0.2437 4.6118  0.454
H 2.8083 0.5106 0.5733  0.601
H 0.2769 1.4929 0.7048  0.987
O -1.0496 2.2867 -2.6337  -0.374
C -1.1033 3.4431 -3.5482  -0.295
C -2.5221 3.5849 -4.1949  -0.585
H -0.2978 3.3537 -4.3060  0.211
H -0.8661 4.3768 -2.9958  0.328
C -3.3832 2.5150 -3.5051  -0.511
H -2.4892 3.4280 -5.2823  0.260
H -2.9265 4.5898 -4.0465  0.270
C -2.3977 1.7478 -2.5426  -0.282
H -3.8391 1.8414 -4.2440  0.240
H -4.2106 2.9131 -2.9182  0.303
H -2.3069 0.6630 -2.7710  0.204
H -2.7710 1.8545 -1.5021  0.197
O -3.1023 -1.1000 3.2256  -0.445
B -1.8132 -1.4120 2.7175  0.719
O -1.3026 -2.5162 3.4451  -0.511
C -2.3282 -3.0129 4.1353  0.522
C -2.1873 -3.9759 5.1134  -0.782
C -3.1975 -4.0078 6.0835  -0.538
C -4.3108 -3.1702 5.9981  -0.423
C -4.4857 -2.2497 4.9528  -1.009
C -3.4343 -2.1355 4.0510  0.912
H -1.2762 -4.5806 5.1602  0.422
H -3.0652 -4.6741 6.9435  0.353
H -5.0571 -3.2248 6.7853  0.365
H -5.3754 -1.6142 4.9111  0.436

Calculated values
Orbital gap (spin up / spin down) ... 7.41 / 4.21 eV
Expectation value of S² ... 6.030
Molar mass ... 602.42 g mol⁻¹
Charge ... +1
HOMO (spin up / spin down) ... -9.935 / -10.749 eV
Electronic energy ... -38544.4755 eV
Multiplicity ... 5